C43H34N4O2P2PdTe as an isolated structure. Source: OMol25; level of theory: the ωB97M-V functional and the def2-TZVPD basis.

The calculation puts the lowest unoccupied orbital energy at 3.8 eV. The calculation puts the total energy at -84548.89723 eV. The total charge is -2. As for the orbital gap: 0.1337 hartree. For the HOMO energy, the calculation gives 0.0068 Ha.

XYZ file:
```
87
Properties=species:S:1:pos:R:3:forces:R:3:mulliken_charge:R:1
Pd -0.000366 -0.412563 -0.146833 0.003 -0.433 -0.760 -0.37
O -5.118383 0.620153 -1.583259 0.495 0.075 -0.151 -0.73
C -5.255210 0.197880 -0.312108 -0.010 -0.016 0.226 0.52
C -6.544644 0.112805 0.213526 0.131 0.007 -0.060 -0.68
C -6.747638 -0.292981 1.523440 -0.049 -0.009 0.075 -0.30
C -5.665970 -0.620018 2.331655 0.042 0.018 -0.094 -1.15
C -4.382455 -0.541223 1.808381 -0.056 -0.051 0.089 -0.18
C -4.149249 -0.146211 0.495538 0.149 0.048 -0.249 -0.16
C -2.747428 -0.094508 0.002533 -0.283 0.125 0.042 0.23
O -1.815540 -0.525990 0.807043 0.084 -0.074 0.133 0.37
N -2.515581 0.388774 -1.187536 0.053 0.070 0.044 -0.58
N -1.201608 0.215393 -1.542646 -0.196 -0.008 -0.106 -0.28
C -0.620028 0.936956 -2.573540 -0.244 0.000 0.188 -1.10
C 0.729585 0.844209 -2.638988 0.365 0.101 -0.099 0.80
C 1.581507 1.324809 -3.709163 -0.241 -0.040 0.112 -1.18
C 2.919678 1.173981 -3.656535 0.222 -0.047 0.056 -0.19
C 3.527561 0.508432 -2.533414 -0.057 0.059 -0.130 -0.81
C 2.692929 0.056616 -1.549756 -0.134 0.026 -0.012 0.17
N 1.361530 0.210545 -1.533601 0.170 0.014 0.162 0.00
H -4.125943 0.663559 -1.761851 -0.265 -0.107 0.122 0.53
H -7.374030 0.375562 -0.431811 -0.017 0.010 0.001 0.40
H -7.757722 -0.345208 1.915817 -0.003 -0.011 -0.005 0.34
H -5.817017 -0.933343 3.357104 -0.009 0.007 0.021 0.41
H -3.513757 -0.781041 2.408770 -0.004 -0.015 -0.004 0.43
H -1.235222 1.485144 -3.275205 -0.037 -0.045 -0.013 0.33
H 1.107772 1.813537 -4.553437 -0.008 -0.013 -0.014 0.34
H 3.538448 1.550744 -4.465207 0.002 -0.011 0.000 0.36
H 4.596829 0.380783 -2.443746 0.017 0.014 -0.017 0.38
H 3.093583 -0.449748 -0.683155 -0.006 0.045 -0.046 0.03
Te 2.075495 -0.865775 4.675781 0.030 -0.175 0.326 0.52
C 0.706766 -1.750595 6.027678 -0.099 0.099 -0.038 0.27
C -0.669922 -1.580715 5.923260 0.063 -0.045 0.152 0.32
C -1.499978 -2.171908 6.861579 -0.061 0.040 -0.064 -0.53
N -1.073768 -2.902904 7.893696 0.032 -0.006 0.005 -0.69
C 0.247366 -3.052856 7.990833 0.030 0.012 -0.014 -0.32
C 1.161495 -2.511782 7.101675 -0.015 -0.025 0.037 -0.56
C 0.941485 -0.519889 2.997288 0.669 0.194 -0.630 -0.84
P 0.939310 1.142808 2.243588 -0.261 0.154 0.369 1.00
C -0.741544 1.837268 2.588027 0.111 -0.041 0.156 0.65
C -1.420548 1.631959 3.787154 -0.023 -0.050 -0.017 -0.15
C -2.714829 2.094621 3.965190 -0.015 0.027 -0.043 -1.12
C -3.359269 2.764199 2.929297 0.015 -0.008 0.027 -0.53
C -2.693905 2.977002 1.732065 0.024 -0.003 0.002 -0.47
C -1.390018 2.521575 1.568366 -0.018 0.013 -0.126 -0.96
C 1.962302 2.191959 3.387795 -0.010 -0.089 -0.172 -0.24
C 1.493701 3.125344 4.306531 -0.017 0.030 0.070 -0.41
C 2.374540 3.897987 5.058013 -0.027 -0.036 -0.027 -0.69
C 3.743863 3.758184 4.899066 0.021 0.016 0.007 -0.48
C 4.229892 2.848330 3.965817 -0.036 -0.011 -0.001 -0.63
C 3.346986 2.090647 3.215924 0.049 -0.039 0.047 -0.12
P 1.018609 -1.645354 1.616387 -0.695 0.082 0.326 2.37
C -0.277435 -2.944002 1.784071 0.094 0.016 0.078 -0.27
C -1.186232 -2.951966 2.828421 -0.077 0.017 0.020 0.57
C -2.199945 -3.901552 2.887059 0.020 0.022 -0.032 -0.41
C -2.312427 -4.858607 1.891274 0.026 0.020 -0.016 -0.53
C -1.409060 -4.853686 0.832206 -0.036 -0.010 0.024 -0.73
C -0.406379 -3.900355 0.778084 0.055 -0.061 -0.037 -0.51
C 2.497174 -2.734979 1.809442 0.109 0.301 -0.119 0.65
C 2.480243 -3.903290 2.565774 -0.015 -0.086 -0.008 -0.25
C 3.652275 -4.606238 2.812189 -0.034 0.000 -0.019 -0.76
C 4.861512 -4.151244 2.307939 0.028 -0.005 -0.012 -0.45
C 4.894463 -2.986356 1.553054 -0.060 -0.006 0.023 -0.93
C 3.719880 -2.288408 1.310485 0.050 -0.042 0.055 -0.20
H -1.081508 -0.993236 5.114056 -0.056 0.055 0.025 -0.11
H -2.575663 -2.047824 6.776988 -0.009 -0.003 0.016 0.39
H 0.600787 -3.649508 8.827422 -0.015 -0.008 0.016 0.34
H 2.220195 -2.695753 7.245715 0.016 -0.007 -0.011 0.33
H -0.926344 1.080885 4.578872 0.023 0.000 0.044 0.77
H -3.232276 1.915027 4.900957 -0.009 -0.009 0.009 0.39
H -4.385142 3.092023 3.047633 -0.011 -0.007 0.000 0.35
H -3.199040 3.463580 0.906564 -0.009 0.001 -0.004 0.36
H -0.889539 2.649202 0.612750 -0.010 -0.029 0.025 0.22
H 0.428312 3.249758 4.448453 -0.007 -0.001 0.000 0.32
H 1.981022 4.606697 5.778004 0.003 0.015 -0.003 0.37
H 4.428055 4.357944 5.488227 0.003 -0.004 0.000 0.34
H 5.297489 2.735476 3.817597 0.011 0.006 0.002 0.38
H 3.731765 1.394465 2.476561 -0.005 -0.010 -0.010 0.39
H -1.111633 -2.181259 3.580408 0.013 -0.043 -0.068 -0.38
H -2.912203 -3.877820 3.703344 0.000 -0.009 0.022 0.44
H -3.110028 -5.591020 1.926227 -0.004 -0.013 -0.009 0.33
H -1.502674 -5.582144 0.035229 -0.002 -0.006 -0.003 0.35
H 0.273723 -3.882947 -0.068152 -0.008 0.017 0.024 0.34
H 1.544173 -4.264621 2.973398 -0.002 0.014 0.005 0.40
H 3.619094 -5.507126 3.413277 0.000 -0.010 0.004 0.39
H 5.775496 -4.699376 2.504926 0.004 -0.002 0.004 0.35
H 5.833127 -2.618060 1.157364 0.005 0.002 -0.017 0.40
H 3.754838 -1.373379 0.736051 0.029 0.005 0.067 -0.01
```
Positions in Å, forces in eV/Å.